Formula: C9H59BrNO28
Source: OMol25
Level of theory: ωB97M-V/def2-TZVPD

Geometry as XYZ:
```
98
C9H59BrNO28, DFT ωB97M-V/def2-TZVPD
O 3.06895 0.88107 1.64651
C 2.83613 2.03954 1.19365
O 3.33040 3.07368 1.69182
C 1.89815 2.17693 -0.05694
N 0.43203 2.18337 0.27153
Br 0.16650 2.43358 2.12076
C -0.24053 0.99020 -0.16198
O -1.39920 1.23359 -1.02106
C -2.39064 1.86467 -0.26083
C -2.49440 3.25307 -0.35192
C -3.45196 3.91830 0.41864
C -4.27529 3.17723 1.26791
C -4.17161 1.78930 1.34032
C -3.21893 1.12008 0.57461
H 2.17603 1.42541 -0.79789
H 2.11827 3.15608 -0.49905
H -0.60200 0.37252 0.67004
H 0.40700 0.34500 -0.76142
H -1.80461 3.76832 -1.00946
H -3.50773 4.99691 0.34870
H -5.00268 3.68409 1.88942
H -4.80389 1.22205 2.01344
H -3.06358 0.05133 0.59936
O 3.66404 -0.72083 -0.87611
H 3.55866 -0.36835 0.02209
H 2.92574 -1.33121 -0.97385
O 3.50032 4.80709 -1.19693
H 3.88407 5.61131 -1.55489
H 4.24307 4.37776 -0.75544
O 0.87701 -1.91673 -1.85972
H 0.31393 -1.34423 -2.39198
H 0.74606 -2.79417 -2.23574
O -0.77290 -1.76384 2.09065
H -0.16290 -1.58377 2.81908
H -0.19917 -1.90298 1.32782
O 4.07369 -3.05995 1.38885
H 3.88743 -2.11897 1.48742
H 4.60515 -3.10871 0.58928
O 1.47502 0.43521 4.17620
H 2.08782 0.61184 4.89171
H 2.04802 0.33697 3.39866
O -2.29912 -1.68302 -1.10273
H -1.97246 -0.81091 -1.37811
H -1.55282 -2.07822 -0.63540
O -0.12456 -4.25760 0.58787
H 0.56848 -4.39720 1.24552
H -0.94259 -4.35293 1.08953
O 6.70517 -2.35284 0.67241
H 6.11430 -1.66912 0.33179
H 7.16491 -1.91603 1.39485
O 6.42625 4.85681 -1.70713
H 7.01579 5.04583 -0.96993
H 7.01513 4.67389 -2.44463
O -0.84592 -7.26789 1.26467
H -0.48408 -6.43010 0.94877
H -0.09568 -7.70510 1.67700
O -5.08455 -2.47189 -1.40945
H -4.29648 -1.90950 -1.43029
H -5.20452 -2.74506 -2.32476
O -0.06311 -4.50608 3.37270
H -0.04673 -5.26625 3.96241
H -0.95979 -4.15555 3.45373
O -0.78449 1.88974 -3.91411
H -0.93379 2.29494 -3.05014
H -1.49347 1.24069 -3.99031
O -7.30667 3.08247 0.20724
H -7.86248 3.55597 -0.41867
H -7.35169 2.16431 -0.07821
O -1.82762 4.59984 -4.08093
H -1.12836 4.00847 -4.38846
H -1.91305 5.26418 -4.77469
O -7.52676 -0.87803 -2.35706
H -7.16373 -0.03178 -2.63364
H -6.79873 -1.30343 -1.88228
O -2.82708 0.12280 -5.30545
H -3.37909 0.63858 -5.90091
H -2.91993 -0.78291 -5.61509
O 0.05368 -4.94494 -2.51048
H -0.03034 -4.60405 -1.60973
H -0.66981 -5.57160 -2.59783
O 2.60046 -5.35779 -0.49980
H 2.00847 -4.66876 -0.81363
H 3.06200 -4.93129 0.23314
O 3.56339 -0.68631 5.54505
H 4.17616 -0.93399 4.84691
H 3.21999 -1.52856 5.86644
O 6.31379 3.43558 0.84570
H 6.97605 3.29193 1.52670
H 5.46661 3.34315 1.31396
O -2.19082 7.42291 -4.74220
H -2.74752 8.08985 -5.15427
H -1.74821 7.88821 -4.02574
O 2.86373 -3.50326 6.10453
H 1.97047 -3.33335 6.42346
H 2.78726 -4.32740 5.61528
O -3.52382 -2.45538 1.58815
H -2.81777 -1.81806 1.43572
H -3.91597 -2.59670 0.71929
```

* relative energy (zero: lowest compared OMol25 entry of this formula, charge and spin): 0.607 eV
* spin multiplicity: 1
* E_LUMO: 1.58 eV
* total charge: -1